C36H57ClN10O2Sr | ωB97M-V/def2-TZVPD

Each line ends with the Mulliken charge.
Cartesian coordinates (Å):
Sr: 0.7012 -1.6843 0.2410  2.17
C: 4.5277 -3.4234 -2.0355  -1.79
C: 3.2643 -2.8003 -1.5279  0.05
N: 2.7360 -2.9966 -0.3881  0.47
C: 3.1689 -3.8908 0.6855  -1.07
C: 1.9555 -4.4898 1.4326  -0.87
N: 1.0821 -3.4863 2.0853  -0.11
C: -0.2732 -3.9522 2.4811  -0.90
C: -1.3359 -2.8366 2.5196  -0.92
N: -1.5342 -2.2536 1.1881  0.27
C: -2.3238 -1.0221 1.0563  -1.37
C: -2.3733 -0.5022 -0.4079  -1.35
N: -1.0811 -0.5867 -1.0925  1.26
C: -0.8083 -0.2026 -2.2706  -0.61
C: -1.7387 0.5239 -3.1918  -2.09
C: 0.5702 -0.5902 -2.8401  0.74
C: 0.9744 -0.2657 -4.1317  -0.96
C: 2.1873 -0.7656 -4.5879  -1.07
C: 2.9716 -1.5813 -3.7808  -0.63
C: 2.5218 -1.8587 -2.4948  0.50
N: 1.3599 -1.3511 -2.0834  0.76
H: 5.0277 -4.0077 -1.2689  0.44
H: 5.2184 -2.6519 -2.3786  0.38
H: 4.3158 -4.0706 -2.8892  0.36
H: 3.7874 -3.3151 1.3814  0.40
H: 3.7842 -4.7170 0.3209  0.54
H: 2.3252 -5.2284 2.1503  0.45
H: 1.3418 -5.0337 0.7093  0.27
H: 1.5568 -3.1356 2.9118  0.18
H: -0.2468 -4.4486 3.4545  0.45
H: -0.5835 -4.7045 1.7512  0.36
H: -1.0339 -2.0418 3.2100  0.36
H: -2.2603 -3.2634 2.9258  0.45
H: -1.8725 -2.9561 0.5369  -0.35
H: -1.8806 -0.2639 1.7100  0.41
H: -3.3614 -1.1567 1.3837  0.41
H: -2.7488 0.5251 -0.3954  0.63
H: -3.0841 -1.1020 -0.9838  0.70
H: -2.6808 0.7550 -2.7022  0.46
H: -1.9461 -0.0767 -4.0797  0.41
H: -1.2884 1.4591 -3.5294  0.44
H: 0.3648 0.3477 -4.7787  0.57
H: 2.5201 -0.5295 -5.5899  0.44
H: 3.9006 -1.9834 -4.1573  0.53
C: -1.0271 -6.6210 -3.2973  -1.19
N: -0.7556 -5.3444 -2.6458  0.16
C: 0.6307 -4.9001 -2.6017  -0.74
C: -1.6545 -4.5431 -2.0094  0.39
O: -1.2256 -3.6322 -1.2658  -0.13
N: -2.9952 -4.7444 -2.1470  0.09
C: -3.9146 -4.1295 -1.2037  -0.87
C: -3.7262 -5.3404 -3.2599  -1.06
H: -0.1049 -7.1961 -3.3087  0.37
H: -1.3518 -6.5164 -4.3322  0.38
H: -1.7633 -7.1953 -2.7374  0.40
H: 1.2653 -5.6918 -2.9908  0.39
H: 0.9371 -4.6754 -1.5811  -0.08
H: 0.7848 -4.0038 -3.2095  0.28
H: -3.3870 -3.7044 -0.3598  0.18
H: -4.6160 -4.8833 -0.8426  0.42
H: -4.4931 -3.3385 -1.6902  0.37
H: -3.0855 -5.7112 -4.0437  0.35
H: -4.3767 -4.5796 -3.6976  0.38
H: -4.3550 -6.1577 -2.9023  0.31
C: -0.7558 7.2826 -0.0372  -1.76
C: -1.3556 6.1256 0.7684  1.47
C: -1.5700 6.5982 2.2141  -1.54
C: -2.7440 5.8182 0.1885  -1.72
C: -0.4287 4.8589 0.6684  2.19
O: -0.6719 4.1894 -0.5904  -0.76
C: 1.0863 5.1513 0.6764  -1.42
C: 1.7921 5.7441 1.9054  -1.44
C: 2.0640 4.7254 2.9848  0.30
C: 1.4059 4.7440 4.2078  -0.08
C: 1.6417 3.7680 5.1670  -1.00
C: 2.5539 2.7670 4.8944  0.34
Cl: 2.8145 1.4961 6.0523  -0.21
C: 3.2583 2.7460 3.7004  -0.89
C: 3.0057 3.7238 2.7548  -0.14
C: -0.8714 3.8391 1.7163  -2.55
N: -0.1272 2.5784 1.7210  1.70
C: 0.3455 1.8233 0.7320  -0.52
N: 0.9080 0.7246 1.2288  -0.08
C: 0.7277 0.8794 2.5714  -1.19
N: 0.0994 1.9749 2.9056  -1.04
H: -1.4678 8.1075 -0.0690  0.50
H: -0.5501 7.0079 -1.0765  0.36
H: 0.1678 7.6623 0.4003  0.32
H: -2.1472 7.5233 2.1977  0.53
H: -0.6441 6.8075 2.7460  0.19
H: -2.1473 5.8812 2.7998  0.34
H: -3.3719 6.7030 0.3002  0.47
H: -3.2466 5.0025 0.7102  0.31
H: -2.7073 5.5684 -0.8705  0.35
H: -0.5039 4.8239 -1.2973  0.57
H: 1.2745 5.7972 -0.1832  0.73
H: 1.5845 4.2088 0.4352  0.42
H: 1.2650 6.6039 2.3135  0.58
H: 2.7513 6.1323 1.5536  0.40
H: 0.6949 5.5338 4.4242  0.47
H: 1.1173 3.7793 6.1122  0.47
H: 3.9988 1.9771 3.5246  0.49
H: 3.5636 3.7171 1.8243  0.48
H: -1.9246 3.6054 1.5652  0.48
H: -0.7408 4.2230 2.7228  0.55
H: 0.2718 2.1140 -0.3016  0.61
H: 1.0903 0.1863 3.3159  0.53

Force components x, y, z for each atom (eV/Å):
0.046 0.203 0.760
0.006 -0.012 0.014
-0.023 0.097 -0.140
-0.263 0.080 -0.111
0.069 -0.014 -0.153
-0.095 -0.038 -0.083
0.099 0.138 -0.031
0.025 -0.060 -0.092
0.040 0.052 -0.011
-0.253 -0.051 0.003
0.062 0.021 -0.132
0.059 -0.010 -0.203
0.203 -0.037 0.052
0.125 -0.148 -0.142
-0.029 0.016 0.002
-0.110 -0.059 -0.068
0.011 -0.003 0.017
0.005 0.003 -0.006
0.018 0.039 0.043
-0.018 -0.088 -0.029
-0.077 -0.121 0.135
-0.006 -0.006 -0.006
0.007 0.003 0.017
0.002 -0.001 -0.004
-0.013 0.015 -0.005
-0.016 -0.031 0.052
0.049 -0.008 -0.040
-0.010 0.024 0.014
-0.006 -0.019 0.010
-0.057 -0.013 -0.009
-0.019 0.025 -0.016
0.045 -0.001 -0.024
0.035 -0.010 0.058
0.105 -0.011 -0.066
0.019 0.013 -0.031
0.005 0.074 0.028
-0.043 -0.019 0.031
-0.021 -0.014 0.056
0.005 -0.001 -0.003
-0.002 -0.006 0.002
-0.007 0.006 0.004
-0.002 0.004 -0.002
-0.005 0.000 -0.002
0.007 0.008 -0.003
-0.012 -0.061 0.122
0.071 0.059 -0.216
-0.014 0.019 -0.058
0.045 0.023 0.087
0.007 -0.007 0.070
-0.137 -0.170 0.109
0.024 0.083 -0.052
0.060 0.020 -0.033
-0.013 -0.039 0.074
0.040 -0.011 -0.018
-0.078 0.054 -0.044
-0.016 -0.006 -0.035
-0.016 -0.011 -0.021
-0.014 -0.003 0.028
0.011 -0.063 0.011
-0.007 0.007 0.005
0.008 0.017 0.017
0.083 0.047 -0.026
-0.017 -0.010 0.007
0.022 -0.017 -0.024
-0.006 0.030 -0.042
0.017 -0.004 0.027
-0.022 0.004 0.028
-0.029 0.022 -0.013
0.003 -0.057 -0.010
0.013 0.004 -0.004
-0.011 -0.020 -0.034
0.018 0.005 -0.011
0.008 0.010 0.008
0.012 0.026 0.012
0.015 -0.001 0.008
0.039 -0.011 0.029
-0.007 0.002 -0.009
-0.012 0.003 0.015
-0.014 -0.013 -0.012
0.083 0.031 0.044
-0.024 -0.085 -0.009
0.057 0.044 -0.032
-0.046 0.069 0.053
0.036 -0.029 0.071
-0.074 0.010 -0.012
-0.003 -0.004 0.007
0.002 -0.004 0.006
-0.013 -0.002 0.009
0.014 0.010 -0.008
0.001 -0.014 -0.012
-0.004 0.000 -0.005
-0.003 -0.003 0.003
0.012 -0.012 -0.001
-0.003 0.010 0.004
-0.007 -0.011 0.004
-0.005 0.027 0.022
0.002 -0.006 0.000
-0.042 -0.024 -0.010
0.001 -0.010 0.007
0.006 -0.002 0.005
-0.004 0.006 -0.001
0.001 0.002 -0.002
0.000 -0.001 0.002
-0.002 0.000 0.005
-0.003 0.052 -0.028
-0.007 -0.023 -0.001
-0.015 0.000 0.000

Summary:
Charge   +2
ΔE to the lowest compared entry with this formula, charge and spin   3.8 kcal/mol


C36H57F6N3O27S2Sr | ωB97M-V/def2-TZVPD

Each line ends with the Mulliken charge.
Cartesian coordinates (Å):
Sr: -3.1169 0.4466 -1.8203  2.28
C: -0.0560 1.0847 1.7397  0.20
F: 1.1029 1.0397 2.4668  -0.10
F: -0.9065 0.1669 2.1939  -0.13
F: -0.5120 2.3245 1.7821  -0.15
S: 0.4102 0.7216 -0.1077  -0.25
O: 0.4678 2.0657 -0.7389  -0.36
O: 1.6728 0.0514 -0.1496  -0.53
N: -0.9902 -0.1626 -0.6973  0.32
S: -0.6165 -1.6201 -0.7058  -0.10
O: 0.0629 -2.1067 0.5209  -0.25
O: -1.8931 -2.3219 -1.0525  0.34
C: 0.5510 -1.8436 -2.2380  0.25
F: 0.9723 -0.6569 -2.7091  -0.07
F: 1.5768 -2.5664 -1.8538  -0.15
F: -0.1384 -2.5373 -3.1918  -0.19
C: -3.6312 2.6863 0.7972  0.02
O: -4.0165 2.5433 -0.5280  -0.92
H: -2.8429 1.9531 0.9677  -0.53
H: -3.2311 3.6718 1.0357  0.24
H: -4.3821 2.2425 1.4508  0.34
C: -5.5313 -5.9139 3.1280  -0.97
O: -4.7917 -5.6645 1.9337  -0.23
C: -3.4861 -6.1841 2.0348  -0.51
C: -2.9715 -6.0782 0.6191  0.26
O: -1.5889 -6.4742 0.4591  -0.42
C: -0.5755 -5.6111 0.9994  -0.05
C: 0.8021 -6.0808 0.6371  -0.64
O: 1.3747 -5.6348 -0.5947  -0.40
C: 0.5685 -6.0875 -1.7315  -0.50
H: -5.1154 -5.3134 3.9370  0.36
H: -5.5813 -6.9538 3.4507  0.39
H: -6.5915 -5.7968 2.9035  0.27
H: -3.4571 -7.2173 2.3809  0.49
H: -2.9222 -5.4744 2.6400  0.19
H: -3.1610 -5.0597 0.2802  -0.44
H: -3.5743 -6.5767 -0.1400  0.44
H: -0.6331 -5.6125 2.0879  0.41
H: -0.7169 -4.5934 0.6354  0.35
H: 0.9707 -7.1577 0.6364  0.41
H: 1.5128 -5.7227 1.3819  -0.02
H: 1.0242 -5.7135 -2.6483  0.22
H: -0.4561 -5.7262 -1.6441  0.11
H: 0.6265 -7.1754 -1.6985  0.36
C: 3.4315 -0.9919 2.9374  0.01
C: 2.9051 -2.2319 2.4642  -0.74
C: 3.0942 -3.3790 3.2159  -0.21
C: 3.7567 -3.3374 4.4258  -0.06
C: 4.3177 -2.1042 4.8551  -0.35
C: 4.1491 -0.8965 4.1655  -0.95
N: 4.0986 -4.5415 5.2416  0.97
O: 3.4922 -5.5476 4.9015  -0.61
O: 4.8795 -4.5359 6.1758  -0.60
H: 3.3971 -0.0974 2.3332  0.38
H: 2.3658 -2.2806 1.5297  0.65
H: 2.6742 -4.3336 2.9351  0.52
H: 4.7706 -2.0975 5.8356  0.38
H: 4.6062 0.0571 4.3851  0.56
C: 2.9277 4.9713 4.9117  -0.49
C: 2.9551 6.3278 4.6172  -0.50
C: 2.2151 6.8974 3.6138  -0.55
C: 1.2847 6.1070 2.9343  0.06
C: 1.1913 4.7354 3.2545  0.17
C: 2.0431 4.1686 4.2679  -0.60
N: 0.5698 6.6405 1.7316  0.96
O: 0.4417 7.8447 1.6701  -0.58
O: 0.0656 5.9061 0.8709  -0.55
H: 3.6466 4.6437 5.6482  0.50
H: 3.6345 6.8974 5.2340  0.35
H: 2.4339 7.9144 3.3236  0.42
H: 0.5276 4.0805 2.7094  0.41
H: 1.9734 3.1181 4.5088  0.44
C: 0.5627 1.9401 -4.1751  0.63
O: -0.3803 2.8864 -4.6969  -0.18
C: -1.7175 2.9284 -4.3586  0.28
O: -2.2455 2.2927 -3.5314  -0.13
O: -2.4477 3.7864 -5.1216  -0.38
C: -1.8670 4.6936 -6.0840  -0.63
H: 1.4950 2.1686 -4.6916  0.18
H: 0.3033 0.9125 -4.4297  -0.64
H: 0.6668 2.0635 -3.0971  -0.07
H: -1.2404 4.1697 -6.8059  0.28
H: -1.3318 5.5165 -5.6102  0.26
H: -2.7209 5.1406 -6.5930  0.26
C: 3.2841 4.8405 -6.0317  -0.58
O: 3.6483 4.0999 -4.8954  -0.35
C: 2.9765 4.1059 -3.7307  0.69
O: 3.3537 3.5635 -2.7221  -0.48
O: 1.8168 4.8196 -3.7882  -0.19
C: 1.1477 5.2499 -2.5907  -0.68
H: 2.3099 4.4863 -6.3687  0.18
H: 3.9385 4.6252 -6.8763  0.28
H: 3.4084 5.9234 -6.0380  0.28
H: 0.4286 6.0446 -2.7898  0.36
H: 1.8838 5.7165 -1.9361  0.41
H: 0.6903 4.4848 -1.9634  0.11
C: 6.8972 4.2487 3.9241  -0.66
O: 6.1019 4.2131 2.7146  -0.37
C: 5.2908 3.1799 2.4431  0.81
O: 5.2680 2.1014 2.9915  -0.59
O: 4.5080 3.5840 1.4521  -0.31
C: 3.4686 2.7693 0.8930  -0.09
H: 7.4871 3.3483 4.0953  0.31
H: 6.3445 4.5821 4.8024  0.23
H: 7.6277 5.0349 3.7332  0.28
H: 3.1261 3.0444 -0.1045  0.13
H: 2.5516 2.8949 1.4687  -0.05
H: 3.7940 1.7291 0.8776  0.27
C: -1.3287 -0.6370 -6.3586  -0.51
O: -2.0259 -1.7839 -5.8505  -0.41
C: -2.5251 -1.8799 -4.6322  0.47
O: -2.4244 -1.0258 -3.7828  0.03
O: -3.1905 -3.0398 -4.5590  -0.39
C: -3.9027 -3.4180 -3.4108  -0.35
H: -1.9560 0.2117 -6.0859  0.22
H: -1.2597 -0.7624 -7.4391  0.28
H: -0.3852 -0.5626 -5.8180  0.19
H: -4.2437 -4.4402 -3.5749  0.29
H: -4.7723 -2.7907 -3.2152  0.29
H: -3.3115 -3.4693 -2.4964  -0.04
C: -3.3982 -2.3135 1.7830  -0.07
O: -4.7769 -2.1163 1.5052  -0.40
C: -5.1736 -1.6550 0.2753  0.36
O: -4.4643 -1.1530 -0.6011  -0.30
O: -6.5276 -1.5854 0.2358  -0.32
C: -7.3133 -2.5301 1.0161  -0.52
H: -2.8452 -1.4351 1.4503  0.11
H: -2.9308 -3.0629 1.1442  -0.26
H: -3.0727 -2.7533 2.7257  0.47
H: -8.2972 -2.6861 0.5737  0.31
H: -7.4977 -2.0908 1.9965  0.29
H: -6.8632 -3.5045 1.2061  0.13

Force components x, y, z for each atom (eV/Å):
-0.806 2.030 0.397
1.360 -0.466 -0.468
-1.370 -0.107 -0.695
0.313 0.939 0.019
-0.293 -0.731 0.334
-0.369 3.917 -1.301
-1.136 -2.654 1.199
-0.486 -0.879 0.348
2.839 4.735 1.300
-1.310 -6.268 1.413
-0.968 0.766 -2.690
2.509 0.975 0.077
-0.692 -0.636 0.696
-0.510 -0.967 -0.126
0.197 0.046 -0.285
0.854 0.931 0.576
0.087 -1.719 -1.434
0.224 -0.906 -1.174
1.110 -0.113 0.546
-0.315 0.233 0.453
-0.629 0.909 0.749
-0.355 -0.209 -0.537
-1.033 -0.866 0.789
-0.011 0.595 -1.157
1.347 0.441 -0.758
-0.800 -0.025 -0.081
-0.804 -0.255 -0.139
1.664 -0.198 -0.573
-1.378 0.364 -0.922
1.078 0.260 1.195
-0.450 0.174 0.170
0.917 -0.407 -0.122
0.051 1.049 0.108
0.010 0.051 0.318
0.418 -0.432 0.532
0.570 0.634 0.234
0.138 -0.982 0.437
-0.083 0.083 0.199
0.003 0.228 -0.007
-0.798 -0.408 0.303
-0.151 0.271 0.151
0.081 0.037 0.175
-0.023 -0.135 -0.057
-0.417 -0.154 -0.340
0.563 -0.973 0.414
0.690 1.479 0.854
-0.550 -0.982 0.365
1.968 2.496 0.693
-0.597 -0.106 0.743
-0.993 -1.809 -1.959
-1.090 -0.846 -0.423
0.097 0.047 -0.066
-0.178 0.954 -0.616
-0.324 -0.035 -0.147
-0.013 0.053 -0.046
0.035 -0.017 -0.348
0.407 -0.081 -0.036
0.012 -0.133 0.500
0.301 0.912 0.332
0.614 -0.123 0.543
-0.372 0.324 -0.491
0.704 -1.858 -0.209
0.820 0.235 0.618
-1.653 0.166 -1.617
-1.345 -0.089 -0.729
0.554 0.295 0.398
1.189 -0.102 1.559
-0.207 -0.452 0.120
0.104 0.470 -0.352
-0.424 0.114 -0.007
-0.090 0.216 -0.040
-0.063 -0.109 -0.190
-0.226 -0.002 0.273
-1.939 0.817 -0.611
2.505 1.880 -2.878
-1.101 -2.129 2.133
0.932 -0.427 0.514
-0.164 -0.064 0.033
-0.091 0.084 0.166
-0.308 0.135 0.120
0.061 -0.087 -0.058
0.033 0.019 0.166
0.199 -0.301 0.201
0.007 -0.230 0.018
-0.643 -0.043 -1.600
0.702 -0.341 0.923
-1.028 0.951 1.317
0.141 0.115 -1.084
0.131 0.006 -1.008
0.919 0.343 1.210
-0.271 0.628 0.102
0.469 -0.879 0.420
-0.588 0.112 1.129
0.000 -0.375 -0.691
0.197 -0.024 0.015
-0.041 -0.464 -0.578
0.530 0.282 -0.701
0.187 0.066 0.640
-0.428 -0.414 0.217
0.072 0.472 -0.046
-0.167 0.803 -0.872
-0.371 -0.850 0.550
-0.526 -0.241 0.008
-0.386 -0.448 -0.136
-0.087 0.032 -0.141
1.046 0.543 -0.155
0.215 -0.208 0.512
-0.177 0.013 0.062
-0.758 0.158 1.452
-0.169 -1.320 -0.532
-0.359 -0.407 -0.876
-0.317 0.333 0.470
0.986 0.848 -0.778
-0.521 -0.599 1.385
0.247 0.375 -0.315
0.170 -0.060 0.331
0.162 0.054 -0.483
-0.054 0.161 -0.345
0.028 0.194 -0.222
0.373 0.408 -0.201
2.036 -0.280 -1.951
-0.762 -0.227 -1.232
-0.133 1.126 1.519
-1.474 -1.462 1.730
1.187 -1.200 -0.716
-0.259 0.280 1.079
0.008 0.289 0.818
-0.620 -0.214 -0.680
-1.258 0.931 0.694
0.351 0.336 -0.556
0.123 0.106 0.004
0.464 0.204 -0.474


Number 1: Kohn-Sham gap 0.263 Ha, LUMO energy -5.332 eV, E_HOMO -0.45879 Eh. Number 2: Kohn-Sham gap 0.237 Ha, LUMO energy -0.293 eV, E_HOMO -0.24773 Eh.